# 1
Below is a 12-piece molecular cluster, C30H72O18 overall, with properties calculated with ωB97M-V/def2-TZVPD.

Results
LUMO   0.55 eV
Frontier orbital gap   10.2 eV
HOMO energy   -9.679 eV
SMILES   CCOC(C)=O.CCOC(C)=O.CCOC(C)=O.CCOC(C)=O.CCOC(C)=O.CCOC(C)=O.CO.CO.CO.CO.CO.CO

Last columns: bonded neighbours and bond lengths (Å).
Cartesian coordinates (Å):
1 O -4.4206 1.9342 0.6020  C2 1.237
2 C -5.2083 1.3438 -0.1465  O1 1.237, O3 1.367, C6 1.465
3 O -5.1366 1.4899 -1.5033  C2 1.367, C4 1.522
4 C -4.2881 2.6422 -2.0205  O3 1.522, C5 1.508, H7 1.068, H8 1.115
5 C -4.3021 2.5554 -3.5256  C4 1.508, H9 1.118, H10 1.074, H11 1.120
6 C -6.2297 0.4360 0.3816  C2 1.465, H12 1.115, H13 1.063, H14 1.093
7 H -3.2999 2.5678 -1.6234  C4 1.068
8 H -4.7952 3.5528 -1.6233  C4 1.115
9 H -3.5178 3.2257 -3.9572  C5 1.118
10 H -5.2767 2.8372 -3.8791  C5 1.074
11 H -4.0854 1.4974 -3.8225  C5 1.120
12 H -7.1016 1.1024 0.5791  C6 1.115
13 H -5.7890 -0.1221 1.1714  C6 1.063
14 H -6.4718 -0.2410 -0.4416  C6 1.093
15 O -2.2434 1.1682 2.9266  C16 1.219
16 C -2.2149 2.3821 2.8212  O15 1.219, O17 1.345, C20 1.516
17 O -2.6727 3.2653 3.7262  C16 1.345, C18 1.467
18 C -3.1943 2.8027 5.0168  O17 1.467, C19 1.537, H21 1.114, H22 1.050
19 C -2.1275 3.1807 6.0568  C18 1.537, H23 1.104, H24 1.073, H25 1.079
20 C -1.5878 3.1049 1.6460  C16 1.516, H26 1.088, H27 1.098, H28 1.082
21 H -3.4847 1.7273 5.0165  C18 1.114
22 H -4.1146 3.3082 5.0261  C18 1.050
23 H -2.3437 2.7577 7.0536  C19 1.104
24 H -2.0995 4.2478 6.1674  C19 1.073
25 H -1.2354 2.6913 5.6977  C19 1.079
26 H -1.2147 2.3214 0.9902  C20 1.088
27 H -0.6998 3.6719 1.9549  C20 1.098
28 H -2.3280 3.7731 1.2255  C20 1.082
29 O 1.8976 2.3377 -0.9866  C30 1.199
30 C 1.4921 3.1940 -0.2519  O29 1.199, O31 1.334, C34 1.504
31 O 1.7094 3.2946 1.0608  C30 1.334, C32 1.434
32 C 2.3870 2.2492 1.7709  O31 1.434, C33 1.533, H35 1.109, H36 1.100
33 C 3.8681 2.6058 1.9377  C32 1.533, H37 1.086, H38 1.112, H39 1.087
34 C 0.7210 4.3739 -0.7766  C30 1.504, H40 1.081, H41 1.064, H42 1.066
35 H 2.1715 1.3675 1.1344  C32 1.109
36 H 1.8134 2.1186 2.6998  C32 1.100
37 H 4.4374 1.8831 2.5156  C33 1.086
38 H 4.0082 3.5854 2.4453  C33 1.112
39 H 4.3371 2.6987 0.9616  C33 1.087
40 H 1.4304 5.0052 -1.2922  C34 1.081
41 H 0.1525 4.8013 0.0151  C34 1.064
42 H 0.0565 4.0353 -1.5380  C34 1.066
43 O 3.6982 -0.6609 2.3768  C44 1.218
44 C 3.8313 -1.5522 1.5567  O43 1.218, O45 1.331, C48 1.487
45 O 4.9562 -2.2572 1.4566  C44 1.331, C46 1.509
46 C 6.1525 -1.8139 2.2625  O45 1.509, C47 1.580, H49 1.137, H50 1.081
47 C 7.0298 -0.7175 1.5389  C46 1.580, H51 1.118, H52 1.099, H53 1.077
48 C 2.8131 -1.9448 0.5459  C44 1.487, H54 1.077, H55 1.056, H56 1.084
49 H 6.7477 -2.7788 2.3437  C46 1.137
50 H 5.8720 -1.4949 3.2561  C46 1.081
51 H 7.4887 -1.0962 0.5924  C47 1.118
52 H 7.7785 -0.2828 2.2159  C47 1.099
53 H 6.4079 0.1412 1.3473  C47 1.077
54 H 2.6666 -1.1011 -0.1076  C48 1.077
55 H 1.8519 -2.1271 0.9432  C48 1.056
56 H 3.1474 -2.7751 -0.0656  C48 1.084
57 O -1.3411 0.6729 -2.0622  C58 1.217
58 C -1.2643 -0.3520 -1.4111  O57 1.217, O59 1.322, C62 1.502
59 O -0.2691 -1.2071 -1.5683  C58 1.322, C60 1.441
60 C 0.7210 -0.9777 -2.5895  O59 1.441, C61 1.508, H63 1.045, H64 1.084
61 C 1.0738 -2.3567 -3.0875  C60 1.508, H65 1.118, H66 1.105, H67 1.084
62 C -2.2479 -0.7126 -0.3346  C58 1.502, H68 1.057, H69 1.045, H70 1.095
63 H 1.4230 -0.3294 -2.1664  C60 1.045
64 H 0.2951 -0.4362 -3.4262  C60 1.084
65 H 1.6473 -2.1484 -4.0244  C61 1.118
66 H 0.1488 -2.9213 -3.3056  C61 1.105
67 H 1.6443 -2.9635 -2.3931  C61 1.084
68 H -2.0650 -1.7091 -0.0343  C62 1.057
69 H -3.1693 -0.4779 -0.7676  C62 1.045
70 H -2.2146 0.0392 0.4604  C62 1.095
71 O 5.4673 -2.5159 -4.1727  C72 1.176
72 C 5.1419 -2.4090 -3.0479  O71 1.176, O73 1.355, C76 1.512
73 O 4.4076 -1.3905 -2.5391  C72 1.355, C74 1.464
74 C 4.0689 -0.2439 -3.3833  O73 1.464, C75 1.500, H77 1.070, H78 1.061
75 C 5.1286 0.7823 -3.1105  C74 1.500, H79 1.086, H80 1.090, H81 1.074
76 C 5.4788 -3.5194 -2.0786  C72 1.512, H82 1.099, H83 1.144, H84 1.112
77 H 3.1276 0.1910 -3.1200  C74 1.070
78 H 4.0157 -0.6176 -4.3751  C74 1.061
79 H 5.0628 1.7280 -3.6398  C75 1.086
80 H 6.1223 0.3418 -3.1901  C75 1.090
81 H 4.9893 1.0307 -2.0752  C75 1.074
82 H 6.2480 -4.0952 -2.6119  C76 1.099
83 H 4.5264 -4.0714 -1.7661  C76 1.144
84 H 5.9347 -3.1857 -1.1210  C76 1.112
85 C 0.2746 -4.5933 -0.8278  O86 1.460, H87 1.078, H88 1.105, H89 1.094
86 O 1.6255 -4.8763 -1.3039  C85 1.460, H90 0.946
87 H -0.4105 -5.0368 -1.5324  C85 1.078
88 H 0.2101 -5.0894 0.1569  C85 1.105
89 H 0.1999 -3.5142 -0.6638  C85 1.094
90 H 2.1297 -5.1640 -0.5565  O86 0.946
91 C -3.5764 -2.5644 -3.4196  O92 1.459, H93 1.117, H94 1.079, H95 1.093
92 O -2.3782 -1.8201 -3.7926  C91 1.459, H96 0.981
93 H -3.7715 -2.4623 -2.3242  C91 1.117
94 H -4.4072 -2.2080 -4.0084  C91 1.079
95 H -3.3510 -3.6251 -3.5555  C91 1.093
96 H -2.6361 -0.8737 -3.7745  O92 0.981
97 C -3.6470 -3.5412 1.0824  O98 1.431, H99 1.071, H100 1.077, H101 1.073
98 O -4.9578 -3.1953 0.6234  C97 1.431, H102 0.953
99 H -3.7607 -4.4626 1.6173  C97 1.071
100 H -2.9902 -3.7431 0.2525  C97 1.077
101 H -3.2739 -2.7604 1.7174  C97 1.073
102 H -5.3088 -2.4531 1.1063  O98 0.953
103 C 0.8226 -0.5333 3.7023  O104 1.391, H105 1.106, H106 1.124, H107 1.109
104 O 1.9263 -0.7676 4.5150  C103 1.391, H108 0.962
105 H -0.0377 -1.1172 4.0796  C103 1.106
106 H 0.4942 0.5378 3.7986  C103 1.124
107 H 0.9932 -0.6785 2.6160  C103 1.109
108 H 2.7257 -0.5401 4.0305  O104 0.962
109 C -4.9678 -0.7501 4.2063  O110 1.446, H111 1.064, H112 1.119, H113 1.102
110 O -4.0008 -1.6837 3.6722  C109 1.446, H114 0.971
111 H -4.6215 -0.2190 5.0609  C109 1.064
112 H -5.3362 -0.0342 3.4299  C109 1.119
113 H -5.8811 -1.2596 4.5538  C109 1.102
114 H -3.1778 -1.2841 3.3475  O110 0.971
115 C -0.2846 2.7766 -4.7132  O116 1.386, H117 1.103, H118 1.123, H119 1.084
116 O -0.9228 2.9766 -3.4995  C115 1.386, H120 0.956
117 H 0.6264 2.1951 -4.4932  C115 1.103
118 H -0.7856 2.0495 -5.4072  C115 1.123
119 H 0.0283 3.7128 -5.1600  C115 1.084
120 H -1.1133 2.1440 -3.0700  O116 0.956



# 2
Below is a 3-piece molecular cluster, C25H67B2N8O9P2 overall, with properties calculated with ωB97M-V/def2-TZVPD.

Results
LUMO   0.42 eV
Net charge   -1
Frontier orbital gap   3.7 eV
HOMO energy   -3.323 eV

Last columns: bonded neighbours and bond lengths (Å).
Cartesian coordinates (Å):
1 C -4.9347 3.2423 -1.0180  C2 1.542, H25 1.086, H26 1.088, H27 1.090
2 C -4.4891 4.5809 -1.6397  C1 1.542, O3 1.403, H28 1.092, H29 1.095
3 O -3.1117 4.7990 -1.4893  C2 1.403, C4 1.431
4 C -2.7780 5.8908 -0.6271  O3 1.431, C5 1.536, H30 1.087, H31 1.092
5 C -2.6779 5.4390 0.8375  C4 1.536, C6 1.539, H32 1.089, H33 1.087
6 C -1.2440 5.0486 1.2394  C5 1.539, O7 1.429, O15 1.379, C18 1.561
7 O -0.9024 3.9405 0.4040  C6 1.429, C8 1.407
8 C 0.0994 4.1721 -0.5564  O7 1.407, C9 1.530, H34 1.094, H35 1.087
9 C -0.0738 3.1433 -1.6761  C8 1.530, N10 1.472, H36 1.089, H37 1.101
10 N -0.2810 1.7737 -1.1795  C9 1.472, C11 1.485, H38 1.014
11 C 1.0056 1.0334 -1.1306  N10 1.485, C12 1.564, H39 1.085, H40 1.095
12 C 1.0697 0.0148 0.0545  C11 1.564, C13 1.506, O14 1.430, H41 1.094
13 C -0.2744 -0.1559 0.7130  C12 1.506, H42 1.085, H43 1.086, H44 1.093
14 O 2.0054 0.4762 1.0318  C12 1.430, H45 0.966
15 O -0.4863 6.1944 1.1148  C6 1.379, B16 1.509
16 B -0.6272 7.0061 2.3794  O15 1.509, O17 1.513, H46 1.223, H47 1.232
17 O -1.1108 5.9557 3.3549  B16 1.513, C18 1.397
18 C -1.0137 4.7026 2.7443  C6 1.561, O17 1.397, C19 1.544, B22 1.610
19 C -1.7776 3.5298 3.3956  C18 1.544, C20 1.533, H48 1.089, H49 1.096
20 C -3.2938 3.4210 3.2000  C19 1.533, N21 1.479, H50 1.098, H51 1.088
21 N -4.0458 4.6578 3.5031  C20 1.479, H52 1.014, H53 1.015
22 B 0.5263 4.2658 2.9186  C18 1.610, O23 1.385, O24 1.396
23 O 1.0438 3.1956 2.2086  B22 1.385, H54 0.968
24 O 1.3951 4.8851 3.8196  B22 1.396, H55 0.970
25 H -4.0670 2.6091 -0.8585  C1 1.086
26 H -5.7021 2.7446 -1.6070  C1 1.088
27 H -5.3502 3.4534 -0.0326  C1 1.090
28 H -5.1085 5.3677 -1.2048  C2 1.092
29 H -4.7065 4.5602 -2.7127  C2 1.095
30 H -1.8258 6.3172 -0.9322  C4 1.087
31 H -3.5123 6.6934 -0.7169  C4 1.092
32 H -3.3119 4.5551 0.8969  C5 1.089
33 H -3.1268 6.1777 1.4963  C5 1.087
34 H 1.0811 3.9847 -0.1108  C8 1.094
35 H 0.0420 5.1478 -1.0318  C8 1.087
36 H -0.9128 3.4512 -2.2979  C9 1.089
37 H 0.8178 3.2116 -2.3182  C9 1.101
38 H -0.7929 1.3097 -1.9211  N10 1.014
39 H 1.8271 1.7301 -1.0021  C11 1.085
40 H 1.1082 0.4613 -2.0588  C11 1.095
41 H 1.4127 -0.9557 -0.3158  C12 1.094
42 H -0.6095 0.7541 1.2006  C13 1.085
43 H -1.0510 -0.4722 0.0223  C13 1.086
44 H -0.1420 -0.8792 1.5220  C13 1.093
45 H 2.8684 0.0964 0.8232  O14 0.966
46 H 0.4225 7.4653 2.8083  B16 1.223
47 H -1.5006 7.8679 2.2736  B16 1.232
48 H -1.2997 2.5926 3.1150  C19 1.089
49 H -1.6154 3.6262 4.4749  C19 1.096
50 H -3.6357 2.6420 3.8940  C20 1.098
51 H -3.5014 3.0229 2.2089  C20 1.088
52 H -4.5695 4.4832 4.3534  N21 1.014
53 H -4.7645 4.7570 2.7930  N21 1.015
54 H 1.9234 2.9846 2.5526  O23 0.968
55 H 2.1961 5.0947 3.3139  O24 0.970
56 O -2.3594 -2.0088 -2.4410  P57 1.521
57 P -3.2759 -3.2169 -2.5631  O56 1.521, N58 1.722, N61 1.738, N64 1.787
58 N -4.6762 -2.2227 -2.6941  P57 1.722, C59 1.440, C60 1.446
59 C -5.8250 -2.0607 -1.8414  N58 1.440, H67 1.104, H68 1.095, H69 1.086
60 C -4.8914 -1.6679 -4.0123  N58 1.446, H70 1.103, H71 1.093, H72 1.091
61 N -2.9478 -3.9069 -1.0024  P57 1.738, C62 1.456, C63 1.466
62 C -3.5433 -3.3591 0.2082  N61 1.456, H73 1.097, H74 1.091, H75 1.092
63 C -1.5125 -4.1132 -0.7836  N61 1.466, H76 1.095, H77 1.093, H78 1.092
64 N -4.3061 -4.5814 -3.0832  P57 1.787, C65 1.440, C66 1.469
65 C -5.1614 -5.2683 -2.1506  N64 1.440, H79 1.098, H80 1.094, H81 1.088
66 C -3.6047 -5.5515 -3.9344  N64 1.469, H82 1.101, H83 1.093, H84 1.092
67 H -6.6835 -2.6690 -2.1745  C59 1.104
68 H -6.1460 -1.0140 -1.8417  C59 1.095
69 H -5.6204 -2.2976 -0.8014  C59 1.086
70 H -5.4702 -2.3548 -4.6526  C60 1.103
71 H -3.9386 -1.4647 -4.5074  C60 1.093
72 H -5.4211 -0.7158 -3.9525  C60 1.091
73 H -3.4397 -2.2695 0.2833  C62 1.097
74 H -3.0767 -3.8047 1.0878  C62 1.091
75 H -4.5989 -3.6280 0.2841  C62 1.092
76 H -1.0069 -3.1896 -0.4826  C63 1.095
77 H -1.0186 -4.4808 -1.6866  C63 1.093
78 H -1.3564 -4.8650 -0.0071  C63 1.092
79 H -4.6057 -5.9163 -1.4603  C65 1.098
80 H -5.8560 -5.8900 -2.7223  C65 1.094
81 H -5.7727 -4.5839 -1.5665  C65 1.088
82 H -2.9040 -6.1772 -3.3598  C66 1.101
83 H -3.0345 -5.0315 -4.7088  C66 1.093
84 H -4.3147 -6.2069 -4.4439  C66 1.092
85 O 4.2730 -2.9759 1.0811  P86 1.522
86 P 5.7672 -3.2316 1.2122  O85 1.522, N87 1.711, N90 1.759, N93 1.787
87 N 6.2503 -1.5946 1.3260  P86 1.711, C88 1.441, C89 1.452
88 C 7.0226 -0.7600 0.4401  N87 1.441, H96 1.102, H97 1.094, H98 1.086
89 C 6.1220 -1.0221 2.6538  N87 1.452, H99 1.101, H100 1.093, H101 1.091
90 N 5.8832 -3.9861 -0.3721  P86 1.759, C91 1.455, C92 1.464
91 C 5.9602 -3.1931 -1.5889  N90 1.455, H102 1.098, H103 1.092, H104 1.092
92 C 4.8901 -5.0472 -0.5491  N90 1.464, H105 1.095, H106 1.093, H107 1.093
93 N 7.4155 -3.8377 1.5409  P86 1.787, C94 1.439, C95 1.467
94 C 8.4361 -3.8299 0.5260  N93 1.439, H108 1.097, H109 1.094, H110 1.089
95 C 7.4302 -5.1142 2.2641  N93 1.467, H111 1.101, H112 1.093, H113 1.092
96 H 8.0838 -0.7064 0.7334  C88 1.102
97 H 6.6279 0.2606 0.4521  C88 1.094
98 H 6.9700 -1.0770 -0.5977  C88 1.086
99 H 7.0224 -1.2015 3.2619  C89 1.101
100 H 5.2658 -1.4520 3.1799  C89 1.093
101 H 5.9459 0.0530 2.5995  C89 1.091
102 H 5.1950 -2.4073 -1.6400  C91 1.098
103 H 5.8438 -3.8363 -2.4633  C91 1.092
104 H 6.9479 -2.7418 -1.7035  C91 1.092
105 H 3.9047 -4.6516 -0.8168  C92 1.095
106 H 4.7753 -5.6299 0.3679  C92 1.093
107 H 5.2195 -5.7339 -1.3325  C92 1.093
108 H 8.2816 -4.6004 -0.2396  C94 1.097
109 H 9.3979 -4.0150 1.0124  C94 1.094
110 H 8.5235 -2.8632 0.0331  C94 1.089
111 H 7.1482 -5.9588 1.6167  C95 1.101
112 H 6.7284 -5.0828 3.1019  C95 1.093
113 H 8.4196 -5.3138 2.6812  C95 1.092